No. 1
Computed, not measured: a structure of composition C46H50CaN11OSi2Te, with ωB97M-V/def2-TZVPD.

Geometry (Å):
Ca  -0.328  -0.469  0.658
C  3.357  2.153  1.961
C  2.611  1.018  1.611
N  1.327  0.886  1.857
C  0.649  1.897  2.483
C  1.310  3.102  2.808
C  2.694  3.195  2.544
C  0.588  4.189  3.357
C  -0.754  4.053  3.536
C  -1.426  2.847  3.246
C  -0.771  1.720  2.770
N  -1.286  0.482  2.472
C  -2.451  -0.075  2.929
C  -3.419  0.480  3.755
C  -4.575  -0.218  4.158
C  -4.815  -1.499  3.772
C  -3.851  -2.146  2.964
C  -3.991  -3.505  2.608
C  -3.032  -4.125  1.861
C  -1.936  -3.360  1.436
N  -1.771  -2.093  1.743
C  -2.698  -1.456  2.524
H  4.418  2.195  1.759
H  3.097  0.190  1.099
H  3.216  4.108  2.809
H  1.107  5.107  3.599
H  -1.336  4.883  3.919
H  -2.493  2.839  3.384
H  -3.289  1.468  4.158
H  -5.279  0.294  4.803
H  -5.697  -2.040  4.090
H  -4.864  -4.047  2.954
H  -3.101  -5.169  1.591
H  -1.170  -3.811  0.814
C  4.070  -4.414  -0.352
N  2.893  -3.579  -0.567
C  2.253  -2.820  0.320
N  1.285  -2.147  -0.284
C  1.385  -2.563  -1.581
N  2.350  -3.425  -1.793
C  5.259  -3.628  0.154
C  6.252  -4.303  0.854
C  7.366  -3.624  1.326
C  7.491  -2.261  1.117
C  6.499  -1.581  0.417
C  5.390  -2.265  -0.072
C  6.640  -0.138  0.223
N  7.568  0.629  0.666
N  7.257  1.913  0.234
C  6.167  1.817  -0.437
O  5.701  0.540  -0.491
C  5.414  2.889  -1.086
C  5.867  4.202  -0.953
C  5.158  5.232  -1.543
C  3.997  4.961  -2.259
C  3.548  3.657  -2.398
C  2.270  3.362  -3.141
N  1.265  2.805  -2.241
C  0.934  1.530  -2.040
N  0.087  1.439  -1.029
C  -0.050  2.741  -0.629
N  0.650  3.595  -1.336
C  4.263  2.619  -1.811
H  4.271  -4.886  -1.311
H  3.808  -5.200  0.355
H  2.526  -2.766  1.363
H  0.731  -2.225  -2.370
H  6.155  -5.368  1.036
H  8.134  -4.158  1.870
H  8.347  -1.714  1.493
H  4.637  -1.723  -0.632
H  6.769  4.398  -0.386
H  5.505  6.252  -1.441
H  3.434  5.774  -2.705
H  2.420  2.637  -3.940
H  1.851  4.265  -3.576
H  1.312  0.721  -2.646
H  -0.674  3.051  0.198
H  3.922  1.594  -1.911
C  -2.545  -4.534  -2.021
Si  -4.016  -3.469  -2.479
C  -3.782  -2.824  -4.214
C  -5.609  -4.426  -2.348
C  -4.101  -2.041  -1.249
Te  -2.683  -0.500  -1.605
C  -3.513  0.890  -0.195
Si  -4.607  2.213  -0.957
C  -3.605  3.248  -2.143
C  -6.023  1.375  -1.838
C  -5.213  3.265  0.464
H  -2.355  -5.294  -2.785
H  -2.703  -5.050  -1.071
H  -1.638  -3.929  -1.928
H  -3.852  -3.653  -4.925
H  -2.806  -2.351  -4.355
H  -4.544  -2.088  -4.484
H  -5.602  -5.298  -3.008
H  -6.461  -3.801  -2.631
H  -5.780  -4.782  -1.328
H  -3.934  -2.405  -0.233
H  -5.084  -1.564  -1.284
H  -2.694  1.326  0.388
H  -4.074  0.261  0.505
H  -3.126  2.640  -2.915
H  -2.826  3.821  -1.625
H  -4.258  3.965  -2.649
H  -5.667  0.631  -2.557
H  -6.618  2.104  -2.395
H  -6.691  0.875  -1.129
H  -4.372  3.604  1.077
H  -5.895  2.707  1.112
H  -5.742  4.154  0.110

Computed properties:
orbital gap = 6.75 eV
total charge = +1
LUMO = -2.2 eV
highest occupied orbital energy = -8.95 eV

No. 2
Computed, not measured: a structure of composition C46H50FLaN8O7S2Si at a distorted geometry, with ωB97M-V/def2-TZVPD.

Geometry (Å):
La  13.493  16.189  17.253
C  9.670  19.025  16.996
C  10.932  18.389  17.427
N  11.070  17.071  17.691
N  9.843  16.406  17.773
C  9.680  15.570  18.740
N  8.457  15.226  19.226
S  10.867  14.601  19.784
C  11.959  19.323  17.787
C  11.848  20.703  17.994
C  12.992  21.450  18.312
C  14.241  20.886  18.142
C  14.303  19.539  17.879
N  13.213  18.719  17.960
H  8.919  18.266  16.749
H  9.913  19.713  16.148
H  9.225  19.657  17.795
H  7.662  15.738  18.817
H  8.464  15.150  20.252
H  10.875  21.194  17.912
H  12.882  22.469  18.745
H  15.155  21.476  17.991
H  15.308  19.093  17.840
C  13.673  8.076  16.667
C  14.836  8.986  16.278
N  14.470  10.383  16.207
C  14.721  11.159  17.303
C  14.355  12.525  17.388
C  14.857  13.303  18.578
O  15.763  12.730  19.216
O  14.374  14.500  18.777
C  13.454  13.018  16.316
O  12.702  14.066  16.449
C  13.491  12.286  15.089
C  12.768  12.859  13.997
C  12.439  11.998  12.951
F  11.822  12.606  11.875
C  12.850  10.612  12.844
C  13.425  10.045  14.025
C  13.811  10.868  15.078
N  12.737  9.912  11.660
C  13.529  8.697  11.297
C  14.362  8.978  9.994
N  14.109  10.377  9.474
C  12.638  10.728  9.352
C  11.849  10.261  10.556
H  13.934  7.039  16.474
H  12.672  8.282  16.234
H  13.549  8.063  17.754
H  15.388  8.767  15.352
H  15.610  8.833  17.006
H  15.228  10.711  18.149
H  12.530  13.872  14.033
H  13.627  9.004  14.046
H  12.833  7.895  11.040
H  14.225  8.367  12.104
H  14.003  8.314  9.232
H  15.456  8.859  10.216
H  14.555  10.503  8.517
H  14.479  11.081  10.069
H  12.233  10.363  8.425
H  12.560  11.775  9.185
H  11.344  9.338  10.334
H  11.146  11.053  10.872
C  13.976  12.738  24.428
C  14.633  13.122  23.272
C  13.943  13.826  22.283
C  12.651  14.308  22.524
C  11.982  13.746  23.651
C  12.621  13.056  24.643
Si  12.021  15.691  21.480
C  11.021  16.806  22.628
C  11.439  17.167  23.937
C  10.766  18.147  24.618
C  9.735  18.869  23.969
C  9.331  18.507  22.739
C  9.961  17.520  22.047
H  14.460  12.040  25.123
H  15.666  12.842  23.079
H  14.469  13.959  21.351
H  10.940  14.000  23.895
H  12.095  12.687  25.500
H  13.309  16.211  20.855
H  12.251  16.621  24.405
H  11.103  18.390  25.637
H  9.291  19.791  24.458
H  8.476  18.998  22.225
H  9.535  17.106  21.126
C  20.520  13.838  20.498
C  19.741  14.771  19.581
C  18.296  14.645  19.583
C  17.532  15.572  18.965
C  18.191  16.547  18.189
C  19.558  16.637  18.071
C  20.363  15.790  18.836
S  17.194  17.494  17.079
O  15.823  17.134  17.463
O  17.554  18.872  17.030
N  17.498  16.851  15.598
C  17.240  17.521  14.305
C  15.804  17.555  13.802
C  14.779  16.800  14.678
O  14.928  15.571  15.018
O  13.759  17.449  15.052
H  20.690  12.833  20.064
H  20.011  13.797  21.457
H  21.466  14.345  20.730
H  17.841  13.758  20.093
H  16.455  15.544  19.026
H  19.975  17.498  17.505
H  21.459  15.921  18.871
H  16.958  15.945  15.571
H  17.770  16.945  13.548
H  17.724  18.512  14.318
H  15.782  17.047  12.800
H  15.385  18.561  13.590

Computed properties:
orbital gap (spin up / spin down) = 3.57 / 2.92 eV
LUMO (spin up / spin down) = -0.7 / -0.7 eV
highest occupied orbital energy (spin up / spin down) = -4.32 / -3.65 eV

No. 3
Computed, not measured: a structure of composition C46H50N3O3P4S3V at a distorted geometry, with ωB97M-V/def2-TZVPD.

Geometry (Å):
V  -0.248  -0.064  -0.341
O  -1.076  0.849  2.946
S  -0.715  1.396  1.606
C  -2.031  2.505  1.125
C  -2.797  3.020  2.165
C  -3.846  3.871  1.864
C  -4.113  4.189  0.539
C  -3.359  3.638  -0.483
C  -2.302  2.771  -0.215
P  -1.453  1.803  -1.550
C  -3.066  1.311  -2.383
C  -3.927  0.528  -1.611
C  -5.145  0.095  -2.094
C  -5.528  0.422  -3.392
C  -4.680  1.184  -4.176
C  -3.462  1.630  -3.673
C  -0.922  3.075  -2.739
C  -0.403  2.667  -3.965
C  0.051  3.596  -4.885
C  0.010  4.951  -4.589
C  -0.474  5.363  -3.358
C  -0.928  4.430  -2.435
C  0.649  2.508  1.982
C  0.408  3.816  2.351
C  1.451  4.574  2.873
C  2.702  4.011  3.051
C  2.924  2.692  2.669
C  1.912  1.933  2.097
P  2.185  0.218  1.525
C  2.965  -0.478  3.034
C  4.088  -1.297  3.013
C  4.560  -1.876  4.185
C  3.924  -1.639  5.391
C  2.808  -0.811  5.425
C  2.333  -0.239  4.258
C  3.562  0.244  0.339
C  3.797  -0.961  -0.323
C  4.806  -1.072  -1.266
C  5.586  0.034  -1.572
C  5.346  1.241  -0.934
C  4.341  1.348  0.014
H  -2.565  2.733  3.182
H  -4.460  4.278  2.656
H  -4.936  4.848  0.297
H  -3.619  3.853  -1.512
H  -3.633  0.243  -0.603
H  -5.792  -0.503  -1.465
H  -6.477  0.079  -3.784
H  -4.965  1.445  -5.187
H  -2.837  2.242  -4.308
H  -0.316  1.613  -4.185
H  0.453  3.254  -5.831
H  0.368  5.678  -5.307
H  -0.488  6.414  -3.101
H  -1.267  4.780  -1.470
H  -0.571  4.257  2.239
H  1.271  5.602  3.157
H  3.507  4.589  3.483
H  3.900  2.246  2.816
H  4.613  -1.485  2.085
H  5.437  -2.510  4.148
H  4.294  -2.091  6.302
H  2.303  -0.613  6.361
H  1.459  0.404  4.297
H  3.172  -1.822  -0.109
H  4.968  -2.015  -1.772
H  6.366  -0.041  -2.318
H  5.936  2.112  -1.187
H  4.144  2.309  0.466
C  -0.017  -2.156  -5.630
C  -0.446  -0.917  -4.878
O  0.441  -0.580  -3.785
P  0.378  -1.353  -2.373
S  1.011  1.776  -0.951
S  -1.548  -1.672  -1.872
O  1.160  -2.719  -2.814
C  1.297  -3.713  -1.798
C  2.487  -4.585  -2.126
H  -0.632  -2.276  -6.522
H  -0.118  -3.050  -5.019
H  1.025  -2.067  -5.940
H  -1.460  -1.002  -4.482
H  -0.416  -0.048  -5.535
H  0.370  -4.294  -1.762
H  1.426  -3.226  -0.820
H  2.374  -5.038  -3.110
H  2.579  -5.383  -1.388
H  3.408  -4.002  -2.121
C  -1.823  -3.077  4.209
N  -0.506  -3.454  3.700
C  -0.635  -4.690  2.936
N  -1.626  -4.626  1.867
C  -2.905  -4.225  2.443
N  -2.852  -2.967  3.177
C  -2.600  -1.831  2.292
P  -0.974  -1.976  1.416
C  0.061  -2.385  2.881
C  -1.226  -3.706  0.805
H  -1.741  -2.123  4.735
H  -2.142  -3.844  4.920
H  -0.934  -5.486  3.624
H  0.337  -4.949  2.510
H  -3.224  -5.007  3.138
H  -3.648  -4.147  1.646
H  -2.610  -0.901  2.858
H  -3.395  -1.779  1.540
H  0.150  -1.479  3.484
H  1.074  -2.652  2.564
H  -0.306  -4.061  0.336
H  -1.990  -3.698  0.026

Computed properties:
orbital gap (spin up / spin down) = 6.66 / 6.86 eV
spin multiplicity = 3
LUMO (spin up / spin down) = 0.2 / 0.3 eV
highest occupied orbital energy (spin up / spin down) = -6.45 / -6.52 eV

No. 4
Computed, not measured: a structure of composition C46H51N7Zn, with ωB97M-V/def2-TZVPD.

Geometry (Å):
Zn  0.006  0.090  -0.013
C  -0.618  -3.012  5.445
C  -0.388  -1.495  5.418
C  -0.797  -0.893  4.109
C  -1.956  -0.238  3.810
C  -3.121  0.062  4.699
C  -4.270  -0.935  4.490
C  -1.886  0.094  2.397
N  -0.720  -0.355  1.872
C  -0.033  -0.957  2.876
C  1.232  -1.521  2.737
C  2.002  -1.583  1.579
C  3.322  -2.180  1.497
C  4.008  -2.908  2.611
C  3.439  -4.320  2.802
C  3.749  -1.997  0.216
C  2.686  -1.288  -0.474
C  2.743  -0.875  -1.802
C  1.772  -0.174  -2.508
N  0.587  0.232  -1.987
C  -0.065  0.916  -2.959
C  -1.310  1.521  -2.813
C  -2.114  1.521  -1.678
N  -1.796  0.938  -0.495
C  -2.817  1.190  0.362
C  -2.857  0.805  1.697
C  -3.849  1.965  -0.308
C  -3.409  2.172  -1.579
C  -4.108  2.865  -2.707
C  -4.750  1.862  -3.676
C  -5.151  2.373  0.307
C  -6.152  1.209  0.330
C  0.742  0.951  -4.168
C  1.888  0.271  -3.885
C  3.029  -0.035  -4.804
C  2.962  -1.474  -5.333
C  0.317  1.584  -5.456
C  -0.655  0.691  -6.239
N  1.652  -1.064  0.375
C  5.025  -2.466  -0.410
C  4.842  -3.806  -1.134
H  -0.334  -3.432  6.411
H  -0.032  -3.502  4.667
H  -1.670  -3.237  5.265
H  0.666  -1.284  5.616
H  -0.961  -1.030  6.222
H  -3.481  1.074  4.501
H  -2.809  0.037  5.744
H  -4.603  -0.920  3.452
H  -5.118  -0.691  5.132
H  -3.942  -1.948  4.723
H  1.665  -1.958  3.630
H  3.906  -2.348  3.544
H  5.077  -2.976  2.398
H  2.378  -4.276  3.052
H  3.964  -4.849  3.600
H  3.541  -4.898  1.883
H  3.647  -1.121  -2.346
H  -1.697  2.054  -3.673
H  -3.738  1.102  2.253
H  -3.400  3.496  -3.251
H  -4.880  3.527  -2.309
H  -3.990  1.217  -4.117
H  -5.279  2.378  -4.480
H  -5.462  1.229  -3.146
H  -5.577  3.205  -0.255
H  -4.984  2.731  1.326
H  -6.337  0.849  -0.682
H  -7.103  1.520  0.765
H  -5.756  0.378  0.915
H  3.980  0.119  -4.287
H  3.009  0.659  -5.646
H  3.009  -2.188  -4.510
H  3.789  -1.676  -6.017
H  2.025  -1.637  -5.867
H  1.191  1.794  -6.074
H  -0.161  2.545  -5.252
H  -0.182  -0.259  -6.489
H  -0.967  1.175  -7.166
H  -1.542  0.477  -5.641
H  5.793  -2.571  0.359
H  5.389  -1.719  -1.119
H  4.504  -4.572  -0.435
H  5.779  -4.140  -1.582
H  4.092  -3.715  -1.921
N  4.278  6.454  7.439
C  3.864  5.935  6.500
C  3.352  5.295  5.328
C  3.407  5.947  4.099
C  2.913  5.332  2.965
C  2.357  4.057  3.039
C  2.302  3.407  4.271
C  2.795  4.021  5.405
N  1.857  3.429  1.878
C  1.831  3.937  0.588
C  1.256  2.981  -0.185
N  0.926  1.900  0.595
C  1.290  2.192  1.812
H  3.838  6.936  4.034
H  2.965  5.851  2.020
H  1.872  2.419  4.353
H  2.750  3.514  6.359
H  2.213  4.905  0.329
H  1.058  2.990  -1.245
H  1.164  1.533  2.655

Computed properties:
orbital gap = 5.80 eV
LUMO = -0.6 eV
highest occupied orbital energy = -6.40 eV

Number 1: E -3985.13899 Eh. Number 2: E -3964.90486 Eh. Number 3: E -5676.89603 Eh. Number 4: E -3946.23570 Eh.